No. 1
Formula: C6H20NO4
Source: the OMol25 dataset
Level of theory: ωB97M-V with the def2-TZVPD basis set

DFT total energy: -16224.507 eV
Net charge: -1
Frontier orbital gap: 8.04 eV
ΔE to the lowest compared entry with this formula, charge and spin: 93.63 kcal per mole

XYZ file:
```
31
Properties=species:S:1:pos:R:3:forces:R:3:mulliken_charge:R:1
O 0.3952 0.8373 -2.4837 3.36 7.62 9.81 -0.71
O 2.1535 -2.4519 0.3119 -0.76 -2.06 2.80 -0.74
O 1.7605 -0.2926 -0.7214 -1.18 1.21 0.15 -0.75
O -0.6553 2.9742 -3.4807 -0.02 -0.76 1.16 -0.74
N -0.7792 0.7476 0.4097 0.55 -2.94 -2.83 -0.29
C -0.9042 -0.8278 0.4857 -1.55 3.49 0.11 -0.22
C -2.5695 -2.5474 0.9479 0.54 0.47 6.53 -1.38
C 2.3421 0.6333 0.1810 0.32 -1.93 0.38 -0.61
C -2.2554 -1.0521 1.2508 0.25 -1.26 0.18 -0.37
C 1.4956 1.8028 0.7677 -0.43 0.51 -2.57 -0.49
C 0.1598 1.2971 1.3417 0.84 1.82 1.90 -0.68
H -2.0739 -0.8848 2.3516 -0.13 -0.35 -0.96 0.20
H 0.5378 0.7068 2.2397 -1.26 -0.28 -1.06 0.29
H -0.1518 2.1308 -3.0523 -1.35 2.10 -0.35 0.46
H -1.0713 -1.1528 -0.6239 1.05 0.02 2.25 0.23
H 0.9577 0.2818 -1.7521 0.68 0.30 0.46 0.26
H -3.1416 -0.3905 1.0405 1.20 -0.45 -0.53 0.36
H -2.5144 -2.8197 0.0152 1.23 -0.98 -5.46 0.50
H -3.5756 -2.8479 1.1268 -1.10 -0.07 1.04 0.43
H -1.8824 -3.2425 1.5821 -1.12 1.12 -1.18 0.23
H -1.3440 3.3133 -2.8503 1.26 -0.89 -0.77 0.27
H -0.4812 0.9397 -0.6221 -0.42 -0.28 2.65 0.12
H -0.4619 2.1265 1.7712 1.17 -0.08 0.26 0.33
H -0.0784 -1.2034 1.1844 -0.89 -0.09 -1.91 0.21
H 3.1928 0.9194 -0.4063 0.95 1.39 0.30 0.38
H 1.2489 2.5799 -0.0298 0.20 -1.09 0.38 0.23
H 1.8380 -1.6096 -0.0210 -0.58 1.83 -0.92 0.36
H 2.1423 2.4074 1.4018 -0.16 -0.32 0.79 0.40
H 2.7395 -2.7180 -0.3462 1.53 -0.73 -1.62 0.25
H 0.1887 0.3376 -3.0874 -3.43 -8.41 -10.00 0.19
H 2.7876 0.0055 1.0675 -0.78 1.08 -1.01 0.27
```
Forces are in eV/Å.

***

No. 2
Formula: C22H19B3F3HgNO28S
Source: the OMol25 dataset
Level of theory: ωB97M-V with the def2-TZVPD basis set

DFT total energy: -107139.509 eV
Net charge: -2
Frontier orbital gap: 1.51 eV
ΔE to the lowest compared entry with this formula, charge and spin: 326.17 kcal per mole

XYZ file:
```
78
Properties=species:S:1:pos:R:3:forces:R:3:mulliken_charge:R:1
Hg 0.3573 -0.2644 1.4310 0.03 -0.07 -0.07 0.37
S 1.6651 -5.7312 5.1004 -2.91 2.50 1.43 1.10
F 3.2302 -6.9534 6.9687 0.59 2.27 -0.97 -0.19
F 4.1920 -5.2787 5.6059 -0.99 -1.88 1.45 -0.21
F 2.9078 -4.7138 7.2484 0.17 -1.90 -0.35 -0.21
O 3.5698 -2.1929 -9.5647 1.67 -1.12 2.11 -0.63
O 5.7497 -3.0214 -7.0121 1.70 1.39 -0.73 -0.48
O 4.1976 -5.6424 -3.7690 -0.36 0.70 -2.64 -0.48
O -2.4898 -2.5974 -8.2777 -0.60 -0.96 1.63 -0.54
O -3.6196 -3.3316 -3.9859 0.47 -0.42 0.51 -0.43
O -1.7131 3.3681 3.9697 0.73 0.69 -0.40 -0.39
O 2.1503 2.7522 -3.3840 4.30 2.92 -2.00 -0.58
O 5.3517 4.0429 -3.1696 1.13 0.78 0.91 -0.43
O 1.5373 -4.3095 4.6626 0.53 -1.47 0.96 -0.50
O -4.5678 -4.3736 -6.0586 1.43 -1.06 2.87 -0.43
O 4.3940 2.7113 -1.5480 -0.08 3.65 -3.60 -0.58
O 5.4109 5.7808 -4.8838 -2.42 -0.57 3.44 -0.48
O 6.3244 -1.6340 -8.8917 -1.83 -3.78 3.28 -0.57
O 3.6773 3.9811 -4.7205 -1.81 -0.15 -0.06 -0.42
O -2.3654 -3.4259 -6.1029 -1.10 -0.53 -1.01 -0.38
O -5.3053 -3.7723 -8.0739 2.75 -0.31 2.16 -0.64
O 3.6380 -3.2320 -7.6460 -4.98 -3.34 5.25 -0.47
O 6.9616 4.1611 -7.4582 -1.13 0.03 2.34 -0.58
O -2.2551 -6.2348 -2.4675 -1.54 3.08 -2.28 -0.57
O -2.9961 -3.3293 -1.7586 -0.56 -1.91 -3.96 -0.58
O 6.3179 6.8900 -6.5646 0.01 -2.24 1.24 -0.65
O 4.0859 -2.6086 -5.2554 0.81 3.36 -5.27 -0.37
O 0.4069 -6.1343 5.7892 2.35 0.38 -0.49 -0.53
O -2.7575 -5.3939 -4.5422 -0.09 -0.50 -0.67 -0.45
O 4.5868 -4.8176 -5.9814 -1.99 0.54 2.51 -0.38
O 3.5822 -3.0892 -3.1949 0.86 0.39 -0.06 -0.51
O 2.0836 -6.5609 4.0434 0.92 -1.63 -1.23 -0.51
O 5.8723 3.5460 -5.5045 0.20 1.57 -0.43 -0.40
N -2.5989 2.6808 4.7427 -1.30 -1.58 2.39 -0.05
C 5.6037 -2.4206 -8.2128 2.44 3.68 -1.89 0.52
C 3.2312 3.3718 -3.6571 -4.18 -2.26 2.10 0.62
C -4.7514 2.1561 6.7145 -0.26 0.18 -2.08 -0.77
C -2.1490 4.2794 6.7742 -0.15 -0.95 -1.15 -1.58
C 4.0199 -3.3415 -4.2988 -3.39 -1.82 5.74 0.72
C 4.1583 -2.6265 -8.5578 0.06 4.04 -7.47 0.69
C -0.9041 2.0498 6.5690 -0.52 0.91 0.29 -1.71
C -3.1235 -3.8722 -2.8896 -0.06 2.27 3.20 0.62
C 4.3708 3.4497 -2.5837 0.04 -4.58 2.93 0.65
C -4.4941 4.3389 4.4527 0.75 2.48 -0.54 -1.68
C -4.9513 2.0188 5.2026 0.83 -0.04 0.75 -1.43
C -2.9507 -3.1922 -7.3385 -0.07 -0.26 0.51 0.57
C 6.3841 4.4090 -6.4076 1.33 -0.72 -2.15 0.53
C -4.4084 -3.8574 -7.2077 -2.02 1.95 -4.66 0.61
C -3.2779 1.9386 7.0090 -1.22 0.50 0.61 -1.19
C -2.6705 -5.3382 -3.2223 1.36 -2.14 0.78 0.67
C 4.1685 -4.8127 -4.6512 2.90 -2.23 -0.33 0.56
C 3.1107 -5.7347 6.3521 -0.68 1.80 -0.81 0.61
C -4.3318 2.2877 2.9204 -0.15 0.78 -0.19 -1.65
C 6.0816 5.8490 -5.9440 1.41 2.33 -4.18 0.65
C -2.2624 2.7960 6.2579 0.14 -0.53 -1.01 1.50
C -4.0043 2.9421 4.3441 -1.55 -3.67 -0.18 1.69
B 5.0639 4.3878 -4.5610 1.21 -0.74 -0.46 0.91
B 4.4414 -3.3718 -6.4791 2.10 -1.81 -0.49 0.93
B -3.3084 -4.1773 -5.2367 0.00 0.79 0.97 0.84
H -0.8581 1.0152 6.2291 -0.20 0.24 -0.46 0.40
H -1.3871 4.7291 6.1374 0.70 0.15 0.68 0.48
H -3.6373 2.4293 2.0922 0.24 0.39 0.29 0.37
H -1.9213 4.2506 7.8398 0.32 0.30 -0.20 0.40
H -0.0012 2.5998 6.3038 -0.12 -0.01 -0.40 0.37
H -1.7930 4.2660 4.2999 0.40 0.77 -0.41 0.34
H -5.1908 3.1371 6.8947 0.31 0.03 1.12 0.36
H -4.8244 4.7863 5.3902 -0.28 -0.92 0.45 0.29
H -4.5914 1.2291 2.9115 0.75 -0.22 0.70 0.37
H -3.0888 0.8853 6.8018 0.21 -0.02 0.00 0.45
H -5.2256 4.6553 3.7091 -0.05 -0.40 -0.09 0.42
H -2.9870 4.9485 6.5787 -0.50 -0.52 0.32 0.23
H -0.8791 1.9769 7.6562 0.07 0.05 0.20 0.37
H -5.9885 2.2530 4.9627 0.00 -0.05 -0.30 0.36
H -5.3027 2.6663 2.6008 0.03 0.62 -0.09 0.40
H -5.3257 1.3306 7.1350 -0.18 0.40 0.55 0.38
H -4.7617 0.9632 5.0084 0.04 0.06 -0.56 0.50
H -3.6367 4.9858 4.2668 0.17 0.36 -0.48 0.36
H -3.2279 2.0914 8.0871 0.83 -0.04 0.14 0.42
```
Forces are in eV/Å.

***

No. 3
Formula: C13H19FN2O15S4
Source: the OMol25 dataset
Level of theory: ωB97M-V with the def2-TZVPD basis set

DFT total energy: -93525.592 eV
Net charge: 0
Frontier orbital gap: 6.67 eV
SMILES: CCSC[C@@](N=C=O)(OC(=O)C(=O)NC(=O)F)S(C)(=O)=O.O=S1(=O)OCCO1.O=S1(=O)OCCO1
ΔE to the lowest compared entry with this formula, charge and spin: 132.43 kcal per mole

XYZ file:
```
54
Properties=species:S:1:pos:R:3:forces:R:3:mulliken_charge:R:1
S -3.8918 -4.2044 -3.7977 -0.57 -0.24 -0.25 1.10
S 3.1536 0.6573 3.1846 0.59 -0.58 -0.18 -0.05
S 0.1367 1.9586 2.0062 -7.46 1.25 -0.96 1.26
S -2.5196 5.8847 -2.4958 0.05 0.26 -0.03 1.11
F -2.3902 -1.6069 3.6471 3.32 -1.73 -3.93 -0.24
O -2.5308 -4.0600 -4.6836 -0.78 -0.41 0.64 -0.32
O -4.4148 -5.5390 -3.9887 0.51 1.93 0.10 -0.53
O -0.7403 1.0523 2.9078 4.09 2.10 -2.39 -0.64
O 0.6191 0.5032 -0.2217 0.15 -3.41 1.85 -0.15
O -0.8116 2.6512 0.9510 4.14 -2.16 3.30 -0.57
O -1.7954 6.4932 -3.5895 -0.96 -0.49 1.52 -0.54
O -3.3040 4.5754 -3.0708 0.18 0.86 0.66 -0.33
O 1.5511 -1.4521 -1.2601 -6.60 3.24 6.28 -0.45
O -1.4489 5.0932 -1.5550 -0.51 0.60 -0.98 -0.29
O -3.1936 -4.1373 -2.3251 -0.46 0.46 -0.85 -0.31
O -0.0266 -3.3617 0.2075 -1.64 9.02 0.69 -0.52
O 4.1168 0.5154 -1.0489 -7.44 7.88 3.58 -0.41
O -3.4238 6.6215 -1.6438 1.11 -0.73 -1.32 -0.55
O -4.6882 -3.0132 -3.9805 0.84 -1.67 0.33 -0.53
O -0.3305 -2.8510 3.1884 -7.30 5.59 -3.58 -0.43
N 2.3977 2.0030 0.4224 3.35 -3.82 -5.26 -0.54
N -1.5330 -1.7409 1.2374 0.81 -1.20 1.33 -0.11
C 0.9262 3.3480 2.9836 1.31 0.85 1.61 -0.88
C -1.3440 -2.1241 2.6914 4.47 -2.97 3.68 0.56
C -0.3178 -2.0443 0.3894 1.20 -7.54 -0.05 0.58
C 2.1675 -0.1923 1.7846 -0.20 -0.10 0.75 -0.88
C -2.5269 3.4121 -2.7960 0.68 -0.27 -0.05 -0.28
C 4.8195 -0.2493 3.3811 0.97 -1.79 -0.08 -0.44
C -1.4386 -3.7305 -3.8272 0.37 0.39 0.42 -0.31
C 3.2093 1.3935 -0.5427 2.61 -4.86 2.72 0.63
C 1.3791 0.9728 0.9456 2.45 -0.64 -0.85 0.22
C 4.5568 -1.8820 3.6278 0.12 0.47 0.26 -0.74
C -1.7888 -4.3332 -2.4693 0.60 -0.46 -0.24 0.21
C -1.8059 3.7138 -1.4849 -0.49 -0.70 0.09 0.04
C 0.6496 -0.9593 -0.3664 5.19 -1.68 -5.05 0.23
H 1.3642 -0.8452 2.3329 1.54 0.91 -1.25 0.24
H 3.6750 -2.2700 2.9628 1.73 0.70 1.29 0.19
H 0.6680 3.1427 4.1297 0.57 0.15 -2.65 0.34
H -1.5949 -5.4110 -2.4547 0.08 0.12 0.00 0.30
H 5.5492 -0.0541 2.4792 -1.68 -0.34 1.66 0.28
H -1.8138 3.2807 -3.6167 -0.03 -0.06 0.08 0.32
H -1.2467 -3.8560 -1.6494 -0.30 -0.08 -0.16 -0.23
H -3.1662 2.5288 -2.7261 -0.10 0.33 0.00 0.32
H -0.9141 3.0954 -1.3524 -0.14 0.36 0.01 -0.01
H -2.2873 -2.3906 0.8720 0.88 1.06 0.51 0.42
H 5.3748 0.1174 4.3576 -1.56 -0.25 -2.06 0.32
H 4.2546 -1.9855 4.7713 0.63 -0.03 -2.56 0.25
H 2.1112 3.4152 2.8562 -2.74 -0.46 0.11 0.28
H 2.9653 -0.7954 1.1773 -1.93 1.13 0.71 0.57
H 5.5306 -2.5270 3.3842 -2.15 1.54 0.63 0.29
H -0.5045 -4.1324 -4.2287 -0.32 -0.02 -0.07 0.32
H -2.4733 3.5778 -0.6278 0.15 -0.08 -0.12 0.23
H -1.3692 -2.6395 -3.7680 0.05 -0.08 0.02 0.30
H 0.4594 4.3809 2.6927 0.62 -2.34 0.09 0.35
```
Forces are in eV/Å.